# 1
Computed, not measured: a molecular structure, C32H42F3GeN5O5SSeSiW, with ωB97M-V/def2-TZVPD.

```
92
Properties=species:S:1:pos:R:3
W -0.9849 -0.1124 -0.0377
O 3.1512 -6.1078 -3.2898
C 1.8360 -6.1913 -2.9412
O 1.1862 -7.1166 -3.3529
C 1.3415 -5.1378 -2.0226
C 2.1940 -4.4112 -1.1889
C 1.6977 -3.4317 -0.3532
C 0.3306 -3.1492 -0.3455
C -0.5284 -3.8727 -1.1693
C -0.0239 -4.8640 -1.9907
N -0.1496 -2.1395 0.5194
C 0.1295 -2.3491 1.7955
C -0.0834 -1.3091 2.6986
C 0.2362 -1.3927 4.0730
C 0.1524 -0.2857 4.8604
C -0.2643 0.9284 4.2622
C -0.5948 0.9368 2.9389
N -0.5511 -0.1491 2.1327
H 3.4937 -5.2557 -2.9941
H 3.2609 -4.6123 -1.1672
H 2.3516 -2.8157 0.2537
H -1.5799 -3.6216 -1.1663
H -0.6803 -5.4336 -2.6359
H 0.5397 -3.2985 2.1253
H 0.5820 -2.3438 4.4586
H 0.4193 -0.3255 5.9088
H -0.3266 1.8463 4.8304
H -0.9217 1.8529 2.4715
Se 0.9915 -0.4769 -1.8648
C 0.4325 -0.7278 -3.6675
C -0.6586 -1.5012 -4.0630
C -0.9073 -1.6841 -5.4127
N -0.1665 -1.1749 -6.4020
C 0.8761 -0.4379 -6.0158
C 1.2093 -0.1878 -4.6962
H -1.3173 -1.9305 -3.3195
H -1.7605 -2.2819 -5.7210
H 1.4826 -0.0159 -6.8136
H 2.0690 0.4273 -4.4583
N 0.3318 1.6411 0.2778
C 1.0871 2.4870 0.4762
N 1.8731 3.5261 0.6641
C 3.1546 3.6193 -0.0408
C 4.3070 3.5413 0.9468
O 4.1345 4.5112 1.9785
C 2.9705 4.1972 2.7393
C 1.7378 4.3491 1.8649
H 3.1806 4.5805 -0.5649
H 3.2046 2.8149 -0.7746
H 5.2466 3.7762 0.4458
H 4.3572 2.5433 1.3872
H 2.9345 4.9060 3.5683
H 3.0309 3.1725 3.1144
H 1.6363 5.3936 1.5500
H 0.8353 4.0497 2.3964
S -2.5915 -1.1859 -1.1496
C -2.6889 1.4076 -3.3269
Si -1.5520 1.7841 -1.8526
C -2.3853 3.3321 -1.0775
C -0.0950 2.6941 -2.7002
H -3.0330 2.3556 -3.7559
H -3.5556 0.8139 -3.0315
H -2.1533 0.8558 -4.1019
H -2.3774 4.1324 -1.8266
H -1.8259 3.6816 -0.2037
H -3.4187 3.1709 -0.7677
H -0.5207 3.3683 -3.4534
H 0.6085 2.0271 -3.1941
H 0.4606 3.3108 -1.9873
F 4.7909 -1.7487 1.9935
C 4.6789 -0.4074 1.8624
F 5.3120 -0.0819 0.7055
F 5.4194 0.1343 2.8551
C 3.1841 0.0795 1.8321
O 2.9498 1.0763 2.5396
O 2.4735 -0.5798 1.0725
C -3.7301 0.1399 3.8107
Ge -3.8792 -0.3081 1.8828
C -3.6557 -2.2595 1.8358
C -5.7668 0.0783 1.4308
C -2.7606 0.9090 0.8078
H -4.6174 -0.2191 4.3403
H -3.6490 1.2182 3.9630
H -2.8512 -0.3318 4.2538
H -4.0961 -2.6943 2.7388
H -2.6008 -2.5286 1.7877
H -4.1462 -2.6727 0.9555
H -6.4552 -0.5296 2.0238
H -5.9354 -0.1309 0.3729
H -5.9849 1.1331 1.6131
H -2.5858 1.7845 1.4477
H -3.4530 1.2354 0.0349
```

max |F|	0.8	eV/Å
LUMO energy (alpha / beta)	4.245 / 4.229	eV
energy above the lowest of the compared OMol25 structures with the same formula, charge and spin	4.1	kcal/mol
total charge	-2
spin multiplicity	3

These are the Löwdin partial charges, in e, on atoms 1 to 6:
1. W 0.85
2. O 0.09
3. C -0.49
4. O 0.09
5. C -0.16
6. C -0.03

# 2
Computed, not measured: 11 unconnected molecules or ions with the total composition C33H95N7O11 at a distorted geometry, with ωB97M-V/def2-TZVPD.

```
146
Properties=species:S:1:pos:R:3
C 8.5428 -6.0805 7.1666
O 7.6224 -6.0298 6.0864
C 6.2841 -5.6029 6.4630
C 5.4850 -6.7570 7.1597
C 5.3138 -7.8775 6.0896
N 4.1396 -6.3373 7.5772
H 8.4077 -5.2285 7.8349
H 9.5367 -6.0872 6.7205
H 8.3675 -6.9239 7.8360
H 6.3789 -4.7934 7.1889
H 5.6974 -5.1992 5.6380
H 6.0601 -7.2182 7.9633
H 4.7571 -7.4475 5.2558
H 4.7502 -8.7262 6.4758
H 6.3019 -8.1343 5.7066
H 3.6589 -5.9155 6.7939
H 3.5527 -7.0918 7.9104
C 7.4722 -12.9166 13.3165
O 7.0550 -11.6637 12.7652
C 8.1734 -10.7804 12.5796
C 7.8693 -9.4457 11.9068
C 7.2728 -9.5005 10.5004
N 9.1307 -8.6932 11.8759
H 6.5891 -13.5528 13.3724
H 7.8835 -12.8863 14.3262
H 8.1927 -13.3572 12.6262
H 8.6671 -10.6418 13.5430
H 8.9154 -11.3441 12.0113
H 7.2276 -8.8285 12.5380
H 8.0004 -9.9932 9.8555
H 7.0860 -8.4830 10.1567
H 6.3512 -10.0791 10.5608
H 8.9537 -7.7694 11.5042
H 9.4583 -8.5164 12.8157
C 7.6861 -4.5729 3.1493
O 7.5586 -4.7813 1.7962
C 8.6398 -4.4036 0.9769
C 8.6262 -5.0723 -0.4325
C 8.3582 -6.5688 -0.3235
N 9.9254 -4.8608 -1.1266
H 7.8154 -3.5132 3.3794
H 8.5794 -4.9870 3.6203
H 6.8249 -4.9379 3.7077
H 8.7792 -3.3245 0.8970
H 9.5688 -4.7524 1.4328
H 7.7983 -4.7162 -1.0463
H 9.2341 -7.0920 0.0615
H 8.1903 -6.9944 -1.3130
H 7.5066 -6.6686 0.3495
H 9.8622 -5.3000 -2.0343
H 10.6736 -5.3193 -0.6254
C 12.3476 -6.2932 8.8563
O 12.6214 -7.5304 9.4948
C 11.5505 -8.4935 9.3044
C 11.9240 -9.7967 10.0571
C 13.0123 -10.5498 9.3917
N 10.8115 -10.7041 10.1738
H 11.4615 -5.8564 9.3191
H 12.1351 -6.3135 7.7858
H 13.2016 -5.6168 8.8841
H 10.5919 -8.1027 9.6480
H 11.5167 -8.6710 8.2285
H 12.2578 -9.5985 11.0770
H 13.9844 -10.1359 9.6617
H 12.8456 -10.5056 8.3152
H 13.1354 -11.5933 9.6824
H 10.0784 -10.2353 10.6924
H 10.9883 -11.4996 10.7715
C 1.9806 -6.3005 4.7798
O 2.9605 -5.3124 4.9957
C 2.7423 -4.0448 4.3094
C 3.6030 -2.8705 4.8591
C 3.4080 -2.5351 6.3206
N 3.2942 -1.7068 4.0607
H 1.8549 -6.5150 3.7173
H 1.0130 -5.8861 5.0676
H 2.2587 -7.1844 5.3531
H 2.8428 -4.1989 3.2338
H 1.7101 -3.6900 4.3416
H 4.6572 -3.1315 4.7585
H 4.1927 -1.8215 6.5732
H 3.5935 -3.3533 7.0169
H 2.4265 -2.1068 6.5250
H 2.3164 -1.4964 4.2108
H 3.3334 -1.8647 3.0630
C 4.5677 -13.4822 1.8493
O 4.2957 -12.5372 2.8643
C 3.1052 -11.7317 2.7332
C 3.2428 -10.4897 3.5882
C 3.1634 -10.7173 5.0927
N 2.2101 -9.5028 3.2536
H 5.6261 -13.7361 1.8978
H 4.3925 -13.0789 0.8504
H 3.9197 -14.3572 1.9141
H 3.0627 -11.4591 1.6778
H 2.2607 -12.3386 3.0618
H 4.1954 -10.0022 3.3746
H 4.0247 -11.3181 5.3867
H 2.3465 -11.4020 5.3250
H 3.0541 -9.8034 5.6753
H 2.3211 -9.2113 2.2923
H 2.2826 -8.6880 3.8458
C 3.6124 -9.6676 8.9565
O 2.7909 -8.5872 8.5605
C 1.4248 -8.9717 8.2383
C 0.4709 -7.7819 8.1250
C 0.3179 -7.0622 9.4391
N -0.8854 -8.1828 7.7267
H 4.6635 -9.3830 9.0064
H 3.6436 -10.5702 8.3441
H 3.3151 -10.0047 9.9505
H 1.5402 -9.4644 7.2717
H 1.0841 -9.7328 8.9414
H 0.9468 -7.1722 7.3553
H -0.4725 -6.3128 9.3977
H 1.2722 -6.5775 9.6483
H 0.1457 -7.7242 10.2878
H -0.8789 -8.4434 6.7494
H -1.3694 -7.2951 7.7282
C 8.6228 -8.1603 3.1608
C 9.9603 -8.8729 3.4000
O 10.4892 -9.2324 2.1399
H 8.2677 -7.9177 4.1636
H 7.8893 -8.8661 2.7689
H 8.5714 -7.2956 2.5001
H 9.7963 -9.7839 3.9771
H 10.7361 -8.3086 3.9172
H 9.9055 -9.9254 1.8215
C 8.8505 -9.9712 7.3520
O 9.4138 -11.1865 7.8302
H 9.0572 -9.7767 6.2983
H 7.7608 -9.9812 7.4004
H 9.2308 -9.0552 7.8058
H 9.9461 -10.9791 8.6076
C 6.9513 -5.4707 10.9619
O 8.3102 -5.7737 11.1962
H 6.3320 -6.2794 11.3494
H 6.6735 -4.5398 11.4579
H 6.6209 -5.3222 9.9328
H 8.8493 -5.0891 10.7921
C 9.7307 -2.4499 7.0692
O 10.8137 -3.2101 7.6460
H 8.8306 -3.0482 6.9320
H 9.5278 -1.5863 7.7027
H 10.0351 -2.1217 6.0748
H 11.6188 -2.6963 7.7402
```

max |F|	2.5	eV/Å
LUMO energy	0.445	eV
energy above the lowest of the compared OMol25 structures with the same formula, charge and spin	44.9	kcal/mol
total charge	0
SMILES string	COC[C@H](C)N.COC[C@H](C)N.COC[C@H](C)N.COC[C@H](C)N.COC[C@H](C)N.COC[C@H](C)N.COC[C@H](C)N.CCO.CO.CO.CO

These are the Löwdin partial charges, in e, on atoms 1 to 6:
1. C -0.09
2. O -0.21
3. C -0.16
4. C -0.38
5. C -0.04
6. N 0.07

# 3
Computed, not measured: 3 unconnected molecules or ions with the total composition C8H17NO at a distorted geometry, with ωB97M-V/def2-TZVPD.

```
27
Properties=species:S:1:pos:R:3
C -0.8911 -1.0914 0.5969
C -2.3181 -1.4139 0.2555
C -0.5801 -0.7908 2.0319
C -1.3532 1.1524 -1.5747
C -0.8870 1.0474 -0.1319
N 0.0955 -1.6822 -0.1099
O -1.2689 1.8237 0.7174
H -0.1817 -1.9603 -1.0462
H 0.9739 -1.0452 -0.1741
H -2.9920 -0.6702 0.6792
H -2.5860 -2.3893 0.6764
H -2.4757 -1.4615 -0.8226
H -1.2215 0.0065 2.4061
H 0.4597 -0.4831 2.1498
H -0.7358 -1.6911 2.6352
H -1.0664 0.2754 -2.1562
H -0.8819 2.0268 -2.0285
H -2.4341 1.2895 -1.6069
C 2.6114 0.9070 0.7878
C 1.8116 0.5032 -0.4142
C 2.2421 0.6249 -1.6658
H 0.3582 0.6459 -0.1204
H 2.7914 0.0539 1.4493
H 2.0703 1.6521 1.3774
H 3.5852 1.3286 0.5124
H 1.6283 0.3602 -2.5208
H 3.2458 0.9816 -1.9032
```

max |F|	1.5	eV/Å
LUMO energy (alpha / beta)	0.028 / 0.028	eV
energy above the lowest of the compared OMol25 structures with the same formula, charge and spin	123.8	kcal/mol
total charge	0

These are the natural (NBO) partial charges, in e, on atoms 1 to 6:
1. C 0.33
2. C -0.67
3. C -0.68
4. C -0.74
5. C 0.37
6. N -0.78